No. 1
ORCA calculation (ωB97M-V/def2-TZVPD) on a gas-phase ion, C4H4N5 (charge +1) at a distorted geometry.

The calculation puts the lowest unoccupied orbital energy (spin up / spin down) at -8.55 / -8.54 eV. The value obtained for the energy above the lowest of the compared OMol25 structures with the same formula, charge and spin is 0.0 kJ/mol. The spin multiplicity is 1. The calculation puts the energy at -11649.7353 eV. The orbital gap (spin up / spin down) comes out at 6.864 / 6.981 eV. Its total charge is +1. Its SMILES is CC1=[NH+]C2=NN=NC2=N1.

Geometry as XYZ:
```
13
Properties=species:S:1:pos:R:3:forces:R:3
C 2.1660 -0.3953 0.1640 1.75 -1.90 -1.83
C 0.7605 -0.2840 -0.1735 -2.12 -1.96 0.36
N 0.1305 0.9960 -0.0665 -3.37 1.50 0.00
C -1.1956 0.7888 -0.1323 0.82 -0.83 0.68
N -2.6439 1.1961 -0.1022 1.69 3.60 -0.03
N -3.2436 0.1536 -0.0859 -3.29 2.16 -0.68
N -2.6073 -0.9514 0.1065 2.71 -4.44 0.82
C -1.3836 -0.7094 -0.2009 2.45 1.58 -1.11
N -0.1269 -1.2158 -0.3332 0.68 -1.88 0.56
H 2.2711 -0.0075 1.2002 0.52 0.24 -0.83
H 2.7147 0.1375 -0.7426 -0.44 -0.73 2.36
H 2.4965 -1.5431 0.1822 -0.85 2.65 -0.16
H 0.6616 1.8344 0.1840 -0.54 0.00 -0.16
```
Positions in Å, forces in eV/Å.

---

No. 2
ORCA calculation (ωB97M-V/def2-TZVPD) on a gas-phase ion, C4H4NO (charge +1) at a distorted geometry.

The calculation puts the lowest unoccupied orbital energy (spin up / spin down) at -7.15 / -7.15 eV. The value obtained for the energy above the lowest of the compared OMol25 structures with the same formula, charge and spin is 725.1 kJ/mol. The spin multiplicity is 1. The calculation puts the energy at -7732.9288 eV. The orbital gap (spin up / spin down) comes out at 8.596 / 8.593 eV. Its total charge is +1.

Geometry as XYZ:
```
10
Properties=species:S:1:pos:R:3:forces:R:3
C -0.5672 -0.3480 0.0478 -1.44 4.20 2.57
C -2.2995 1.1357 0.2070 1.20 0.94 0.28
C -0.9949 0.8889 0.2317 3.43 -5.70 -0.98
C -1.2171 -1.4981 -0.2458 -0.33 -3.84 -2.04
N -2.9139 -1.1523 0.0520 2.88 -0.31 -2.72
O -3.0590 0.1315 -0.2584 -2.69 3.07 -0.37
H -2.4933 2.1514 0.5111 -2.32 0.13 -0.51
H -3.0539 -1.1247 1.0319 0.44 -0.84 1.83
H -0.5347 -1.6813 -1.2996 -2.56 0.63 1.16
H -1.3587 -2.6233 -0.0490 1.39 1.72 0.79
```
Positions in Å, forces in eV/Å.

---

No. 3
ORCA calculation (ωB97M-V/def2-TZVPD) on a gas-phase ion, C4H4NO (charge +1) at a distorted geometry.

The calculation puts the lowest unoccupied orbital energy at -8.67 eV. The value obtained for the energy above the lowest of the compared OMol25 structures with the same formula, charge and spin is 394.6 kJ/mol. The spin multiplicity is 1. The calculation puts the energy at -7736.3540 eV. The orbital gap comes out at 7.693 eV. Its total charge is +1.

Geometry as XYZ:
```
10
Properties=species:S:1:pos:R:3:forces:R:3
C 1.0411 1.0814 -0.4604 -2.26 0.24 -1.28
C 0.8485 -1.2028 -0.0377 -2.36 -1.92 0.21
C -0.0394 0.1862 -0.3280 2.38 -0.54 1.54
C -1.3487 0.4895 0.1358 -1.15 -0.94 -0.96
N 2.1374 0.7774 -0.2044 2.60 3.73 -0.19
O 1.9785 -1.0593 0.2291 -0.31 -2.63 0.37
H 0.2499 -2.1461 0.0659 0.54 0.65 -0.26
H -1.9578 -0.3737 0.6298 1.13 1.62 -1.19
H -1.8292 0.9327 -0.8587 0.33 -0.39 1.97
H -1.0803 1.3145 0.8286 -0.90 0.20 -0.21
```
Positions in Å, forces in eV/Å.

---

No. 4
ORCA calculation (ωB97M-V/def2-TZVPD) on 2 unconnected molecules or ions with the total composition C4H4NO2 at a distorted geometry.

The calculation puts the lowest unoccupied orbital energy (spin up / spin down) at -5.81 / -5.81 eV. The value obtained for the energy above the lowest of the compared OMol25 structures with the same formula, charge and spin is 106.0 kJ/mol. The spin multiplicity is 1. The calculation puts the energy at -9784.9947 eV. The orbital gap (spin up / spin down) comes out at 8.869 / 8.869 eV. Its total charge is +1.

Geometry as XYZ:
```
11
Properties=species:S:1:pos:R:3:forces:R:3
C -2.4355 1.4616 -0.6550 -0.65 1.92 -2.42
C 0.3507 -1.1955 0.1818 1.50 -0.46 3.03
C 1.3730 -0.3216 0.5948 -1.92 -1.58 3.11
C 2.2653 0.2799 -0.1559 1.64 1.65 -3.29
N -2.0019 0.5325 -0.1413 -0.79 2.82 -1.03
O 3.0109 0.7287 -0.8989 -0.79 -0.52 1.36
O -1.5276 -0.2689 0.5887 1.09 -2.84 1.95
H -2.7170 2.3156 -1.3842 0.44 -2.03 1.76
H 0.2167 -2.0690 0.9271 -0.64 1.76 -1.40
H -0.0690 -1.2276 -0.7677 -0.06 -0.47 -1.72
H 1.5344 -0.2356 1.7107 0.18 -0.25 -1.35
```
Positions in Å, forces in eV/Å.

---

No. 5
ORCA calculation (ωB97M-V/def2-TZVPD) on 2 unconnected molecules or ions with the total composition C4H4NO3P at a distorted geometry.

The calculation puts the lowest unoccupied orbital energy (spin up / spin down) at 6.25 / 6.21 eV. The value obtained for the energy above the lowest of the compared OMol25 structures with the same formula, charge and spin is 396.8 kJ/mol. The spin multiplicity is 1. The calculation puts the energy at -21130.5790 eV. The orbital gap (spin up / spin down) comes out at 6.560 / 6.387 eV. Its total charge is -2.

Geometry as XYZ:
```
13
Properties=species:S:1:pos:R:3:forces:R:3
C -1.4186 -0.7764 0.1580 -0.02 -1.12 0.76
C 2.1089 -0.8676 1.4971 0.46 1.09 -2.17
C 0.9504 -0.2773 1.7138 1.15 -1.44 -2.94
C -0.4690 -0.0843 -0.5465 -1.04 2.11 0.70
N -2.1288 -1.3690 0.8448 -1.11 -0.53 0.52
O -2.4500 1.9521 -1.0821 0.88 -0.72 -0.28
O 0.0041 2.1755 -1.8879 -0.13 0.28 -0.35
O -1.4192 0.1408 -2.7028 -0.02 1.18 1.02
P -1.1995 1.2962 -1.6558 0.11 -0.37 -0.49
H 3.1512 -0.7751 1.9024 -1.13 -0.29 0.57
H 2.1225 -1.0243 0.3993 0.70 -0.79 0.45
H 0.5433 0.2266 2.4793 -1.48 1.71 2.87
H 0.2048 -0.6171 -1.1195 1.62 -1.10 -0.66
```
Positions in Å, forces in eV/Å.

---

No. 6
ORCA calculation (ωB97M-V/def2-TZVPD) on a molecular structure, C4H4NaO at a distorted geometry.

The calculation puts the lowest unoccupied orbital energy at -4.44 eV. The value obtained for the energy above the lowest of the compared OMol25 structures with the same formula, charge and spin is 0.0 kJ/mol. The spin multiplicity is 1. The calculation puts the energy at -10669.1596 eV. The orbital gap comes out at 8.180 eV. Its total charge is +1.

Geometry as XYZ:
```
10
Properties=species:S:1:pos:R:3:forces:R:3
H 1.6812 0.9654 0.6894 0.33 -0.99 0.05
C 1.6871 -0.1382 0.8982 0.07 1.12 0.32
C 0.2746 -0.5712 0.8056 -0.88 0.87 0.32
C -0.5954 -0.0572 -0.0722 -0.34 -0.36 -0.33
C -1.5200 0.2244 -0.8892 0.94 -0.64 0.79
O -2.3565 0.4578 -1.7013 -0.30 0.36 -0.37
Na -3.4312 1.1990 -3.4692 0.06 -0.07 0.15
H 2.3263 -0.6341 0.1610 -0.03 0.02 0.18
H 2.0487 -0.2912 1.9273 0.11 -0.10 -0.57
H -0.1146 -1.1546 1.6503 0.05 -0.21 -0.53
```
Positions in Å, forces in eV/Å.

---

No. 7
ORCA calculation (ωB97M-V/def2-TZVPD) on C4H4O in the gas phase at a distorted geometry.

The calculation puts the lowest unoccupied orbital energy at 0.39 eV. The value obtained for the energy above the lowest of the compared OMol25 structures with the same formula, charge and spin is 176.9 kJ/mol. The spin multiplicity is 1. The calculation puts the energy at -6257.5456 eV. The orbital gap comes out at 10.523 eV. Its SMILES is CC#CC=O.

Geometry as XYZ:
```
9
Properties=species:S:1:pos:R:3:forces:R:3
C 1.6450 -0.3592 0.4352 0.23 -0.12 0.04
C 0.4211 0.2291 -0.0524 -0.38 -0.58 -0.50
C -0.6535 0.2624 -0.6054 0.47 0.09 0.18
C -2.0696 0.4369 -0.5309 -0.31 0.17 -0.02
O -2.9452 -0.1843 -1.0829 0.40 0.44 0.28
H 1.4498 -1.4299 0.3409 0.49 -0.04 0.16
H 1.8562 -0.1136 1.4770 0.05 0.07 -0.15
H 2.4802 -0.0793 -0.2057 0.12 -0.06 0.14
H -2.1841 1.2380 0.2240 -1.06 0.03 -0.13
```
Positions in Å, forces in eV/Å.

---

No. 8
ORCA calculation (ωB97M-V/def2-TZVPD) on 2 unconnected molecules or ions with the total composition C4H4O at a distorted geometry.

The calculation puts the lowest unoccupied orbital energy at 0.50 eV. The value obtained for the energy above the lowest of the compared OMol25 structures with the same formula, charge and spin is 324.2 kJ/mol. The spin multiplicity is 1. The calculation puts the energy at -6256.0189 eV. The orbital gap comes out at 9.765 eV. Its SMILES is C=C=O.C#C.

Geometry as XYZ:
```
9
Properties=species:S:1:pos:R:3:forces:R:3
C -2.0842 -0.1633 0.1280 -1.37 -2.35 1.18
C -1.2080 0.7276 -0.1901 2.13 -1.18 0.10
O -0.1412 1.1496 -0.3730 -1.31 1.88 -0.53
H -3.1026 -0.2534 -0.2237 0.18 0.36 0.12
H -1.6720 -1.0369 0.7675 -0.61 1.77 -1.13
C 2.0315 -0.6041 -0.3759 0.65 0.68 1.11
C 2.0485 0.3895 0.2914 0.11 -0.27 -0.44
H 2.2456 -1.5471 -0.7325 0.04 -1.31 -0.84
H 1.8824 1.3382 0.7083 0.19 0.43 0.42
```
Positions in Å, forces in eV/Å.

---

No. 9
ORCA calculation (ωB97M-V/def2-TZVPD) on C4H4O in the gas phase at a distorted geometry.

The calculation puts the lowest unoccupied orbital energy (spin up / spin down) at -1.89 / -2.66 eV. The value obtained for the energy above the lowest of the compared OMol25 structures with the same formula, charge and spin is 628.5 kJ/mol. The spin multiplicity is 1. The calculation puts the energy at -6252.8650 eV. The orbital gap (spin up / spin down) comes out at 7.063 / 5.610 eV.

Geometry as XYZ:
```
9
Properties=species:S:1:pos:R:3:forces:R:3
C -0.5630 -2.9189 -0.7554 -0.59 -4.91 -2.50
C -0.3916 -1.8658 -0.2297 1.15 7.50 3.06
C -0.4354 -0.4708 0.4521 -4.61 -0.71 0.91
C 0.6969 0.2710 0.0491 2.85 -1.12 -3.75
O 0.9803 0.7183 -1.2314 -1.57 -1.04 2.43
H -1.4667 0.1180 0.2543 2.11 -1.36 0.07
H -0.4276 -0.6383 1.5663 0.21 0.35 -1.08
H 1.5993 0.1199 0.6900 -0.41 1.04 -0.82
H 0.2677 0.5059 -1.9211 0.87 0.25 1.67
```
Positions in Å, forces in eV/Å.

---

No. 10
ORCA calculation (ωB97M-V/def2-TZVPD) on 2 unconnected molecules or ions with the total composition C4H4O at a distorted geometry.

The calculation puts the lowest unoccupied orbital energy at 0.38 eV. The value obtained for the energy above the lowest of the compared OMol25 structures with the same formula, charge and spin is 563.5 kJ/mol. The spin multiplicity is 1. The calculation puts the energy at -6253.5387 eV. The orbital gap comes out at 10.296 eV.

Geometry as XYZ:
```
9
Properties=species:S:1:pos:R:3:forces:R:3
C 2.1768 -0.1213 -0.0758 -0.36 -0.15 0.06
C 1.0487 0.3752 0.2010 1.39 -0.17 -0.47
C -0.2757 0.8975 0.2008 -2.13 -1.17 2.43
C -0.2441 -0.4171 -0.4537 1.11 -0.87 -4.31
O -0.6467 -1.5620 0.1575 0.36 1.25 1.56
H -0.8259 1.0164 1.1918 0.72 -0.43 -1.24
H -0.5436 1.6313 -0.4560 -0.17 2.33 -1.53
H -0.1394 -0.5029 -1.9022 -0.56 0.23 5.15
H -0.5502 -1.3171 1.1365 -0.35 -1.01 -1.64
```
Positions in Å, forces in eV/Å.

---

No. 11
ORCA calculation (ωB97M-V/def2-TZVPD) on 2 unconnected molecules or ions with the total composition C4H4O at a distorted geometry.

The calculation puts the lowest unoccupied orbital energy (spin up / spin down) at -0.38 / -0.42 eV. The value obtained for the energy above the lowest of the compared OMol25 structures with the same formula, charge and spin is 720.3 kJ/mol. The spin multiplicity is 1. The calculation puts the energy at -6251.9139 eV. The orbital gap (spin up / spin down) comes out at 7.844 / 9.895 eV.

Geometry as XYZ:
```
9
Properties=species:S:1:pos:R:3:forces:R:3
C -2.4788 -0.7095 -0.1540 0.79 -0.14 -0.16
C -1.2641 -0.6496 -0.1487 0.00 -0.99 0.79
C 1.3245 -0.4250 -0.5187 2.25 4.17 -3.88
C 0.1057 -0.6319 0.1231 -1.13 0.94 1.27
O 1.1811 -1.4921 0.3236 -1.30 -1.98 1.05
H -3.5282 -0.8731 -0.2059 -0.03 0.22 -0.06
H 1.2321 -0.6209 -1.6654 0.85 0.10 1.93
H 2.0536 0.4642 -0.2290 -1.47 -2.06 -0.51
H 0.0196 0.7285 2.2484 0.04 -0.25 -0.44
```
Positions in Å, forces in eV/Å.

---

No. 12
ORCA calculation (ωB97M-V/def2-TZVPD) on C4H4O in the gas phase at a distorted geometry.

The calculation puts the lowest unoccupied orbital energy at 0.90 eV. The value obtained for the energy above the lowest of the compared OMol25 structures with the same formula, charge and spin is 216.9 kJ/mol. The spin multiplicity is 1. The calculation puts the energy at -6257.1310 eV. The orbital gap comes out at 10.632 eV. Its SMILES is C#CCC=O.

Geometry as XYZ:
```
9
Properties=species:S:1:pos:R:3:forces:R:3
C -1.9460 0.8173 -0.1149 0.46 -0.26 0.03
C -0.9988 0.0865 -0.1474 -0.56 0.20 -0.03
C 0.1202 -0.8011 -0.2019 3.36 0.86 -0.28
C 1.4969 0.1537 0.2192 0.31 0.48 0.42
O 2.6639 0.3351 -0.1092 -3.14 -1.52 -0.25
H -2.7804 1.4508 -0.0866 -0.49 0.39 0.02
H 0.0865 -1.5648 0.5727 0.00 -0.07 0.00
H 0.2529 -1.2452 -1.1860 -0.02 -0.14 0.04
H 1.1048 0.7676 1.0541 0.07 0.06 0.05
```
Positions in Å, forces in eV/Å.

---

What is the spin multiplicity in the tenth record? 1

---

What is the formula in the fourth record? C4H4NO2